# 1
Formula: C3H10NO
Source: the Open Molecules 2025 dataset
Level of theory: wB97M-V/def2-TZVPD

The charge is -1. The gap between HOMO and LUMO comes out at 5.350 eV. The calculation puts the electronic energy at -250.2241 Ha. As for the largest force on an atom: 2.62 eV/Å. For the HOMO energy, the calculation gives -1.7868 eV. Its multiplicity is 1. The energy above the lowest of the compared OMol25 structures with the same formula, charge and spin comes out at 42.2 kcal/mol.

Last column: natural (NBO) charge in e.
Positions of all 15 atoms, in Å:
1 C -0.110 -0.918 -3.538  -0.203
2 O -0.793 -1.641 -2.599  -0.999
3 H -0.462 0.138 -3.592  0.075
4 H 0.996 -0.935 -3.363  0.070
5 H -0.198 -1.343 -4.570  0.068
6 C 0.632 1.276 2.558  -0.409
7 N -0.538 0.772 1.824  -0.638
8 C -0.284 -0.475 1.105  -0.468
9 H 0.401 2.284 2.917  0.181
10 H 0.759 0.590 3.393  0.182
11 H 1.508 1.357 1.909  0.163
12 H -0.847 1.511 1.210  0.349
13 H -1.208 -1.067 1.218  0.191
14 H 0.498 -1.111 1.515  0.184
15 H -0.354 -0.440 0.013  0.255

---

# 2
Formula: C3H10NO
Source: the Open Molecules 2025 dataset
Level of theory: wB97M-V/def2-TZVPD

The charge is 0. The gap between HOMO and LUMO (alpha / beta) comes out at 6.979 / 11.341 eV. The calculation puts the electronic energy at -250.2029 Ha. As for the largest force on an atom: 1.46 eV/Å. For the HOMO energy (alpha / beta), the calculation gives -6.1184 / -10.4888 eV. Its multiplicity is 2. The energy above the lowest of the compared OMol25 structures with the same formula, charge and spin comes out at 8.7 kcal/mol.

Last column: Löwdin spin population.
Positions of all 15 atoms, in Å:
1 C 2.819 -0.048 -0.970  0.612
2 N 1.757 -0.912 -0.931  0.281
3 H 3.434 0.019 -1.850  0.048
4 H 3.102 0.540 -0.112  0.049
5 H 1.198 -0.965 -0.123  0.004
6 H 1.410 -1.205 -1.818  0.006
7 C -1.318 -0.171 0.894  0.000
8 O -1.767 0.409 2.106  0.000
9 C -1.589 0.836 -0.226  0.000
10 H -0.303 -0.526 1.056  0.000
11 H -1.913 -1.057 0.624  0.000
12 H -1.910 -0.253 2.762  0.000
13 H -0.735 1.509 -0.343  0.000
14 H -1.749 0.418 -1.215  0.000
15 H -2.437 1.406 0.146  0.000

---

# 3
Formula: C3H10NO
Source: the Open Molecules 2025 dataset
Level of theory: wB97M-V/def2-TZVPD

The charge is +1. The gap between HOMO and LUMO comes out at 12.238 eV. The calculation puts the electronic energy at -250.0014 Ha. As for the largest force on an atom: 5.72 eV/Å. As for the SMILES: C[C@H]([NH3+])CO. For the HOMO energy, the calculation gives -15.7719 eV. Its multiplicity is 1. The energy above the lowest of the compared OMol25 structures with the same formula, charge and spin comes out at 32.9 kcal/mol.

Last column: natural (NBO) charge in e.
Positions of all 15 atoms, in Å:
1 C 1.227 -0.740 0.888  -0.654
2 C 0.065 -0.352 0.030  -0.068
3 N 0.371 -0.006 -1.355  -0.709
4 C -0.915 0.701 0.589  -0.109
5 O -1.708 0.904 -0.625  -0.735
6 H 0.848 -0.616 1.985  0.256
7 H 1.323 -1.825 0.799  0.247
8 H 2.113 -0.146 0.755  0.234
9 H -0.619 -1.378 -0.060  0.222
10 H 1.413 0.210 -1.553  0.443
11 H -0.279 0.715 -1.584  0.476
12 H 0.345 -0.958 -1.795  0.460
13 H -1.617 0.176 1.323  0.224
14 H -0.452 1.566 1.047  0.208
15 H -2.115 1.750 -0.444  0.504

---

# 4
Formula: C3H10NO
Source: the Open Molecules 2025 dataset
Level of theory: wB97M-V/def2-TZVPD

The charge is +1. The gap between HOMO and LUMO comes out at 9.018 eV. The calculation puts the electronic energy at -249.9889 Ha. As for the largest force on an atom: 2.34 eV/Å. For the HOMO energy, the calculation gives -14.5379 eV. Its multiplicity is 1. The energy above the lowest of the compared OMol25 structures with the same formula, charge and spin comes out at 40.7 kcal/mol.

Last column: natural (NBO) charge in e.
Positions of all 15 atoms, in Å:
1 C -0.043 1.585 1.218  0.164
2 N 1.069 1.175 1.659  -0.570
3 H -0.829 0.972 0.767  0.247
4 H -0.159 2.665 1.073  0.229
5 H 1.765 1.694 2.194  0.451
6 H 1.194 0.164 1.756  0.465
7 C -0.526 -1.342 -0.476  -0.092
8 O 0.650 -1.285 0.337  -0.755
9 C -0.630 -0.339 -1.649  -0.662
10 H -0.653 -2.312 -1.049  0.199
11 H -1.334 -1.192 0.249  0.174
12 H 1.303 -1.574 -0.316  0.485
13 H 0.180 0.428 -1.605  0.200
14 H -0.420 -0.844 -2.565  0.238
15 H -1.568 0.206 -1.591  0.228

---

# 5
Formula: C3H10NO
Source: the Open Molecules 2025 dataset
Level of theory: wB97M-V/def2-TZVPD

The charge is +1. The gap between HOMO and LUMO comes out at 8.047 eV. The calculation puts the electronic energy at -249.9192 Ha. As for the largest force on an atom: 4.83 eV/Å. For the HOMO energy, the calculation gives -13.8695 eV. Its multiplicity is 1. The energy above the lowest of the compared OMol25 structures with the same formula, charge and spin comes out at 84.4 kcal/mol.

Last column: natural (NBO) charge in e.
Positions of all 15 atoms, in Å:
1 C 0.356 1.831 -0.642  0.191
2 N -0.037 2.737 -1.390  -0.644
3 H -0.270 1.258 -0.096  0.213
4 H 1.379 1.386 -0.554  0.248
5 H 0.583 3.637 -1.399  0.495
6 H -1.097 2.512 -1.714  0.487
7 C 0.355 -1.597 0.699  -0.070
8 O 0.831 -0.369 1.322  -0.784
9 C -1.041 -1.682 0.303  -0.622
10 H 0.503 -2.528 1.275  0.196
11 H 1.010 -1.776 -0.256  0.155
12 H 1.575 -0.484 1.932  0.502
13 H -1.105 -2.211 -0.582  0.230
14 H -1.256 -0.631 0.162  0.172
15 H -1.786 -2.083 0.940  0.230

---

# 6
Formula: C3H10NO
Source: the Open Molecules 2025 dataset
Level of theory: wB97M-V/def2-TZVPD

The charge is +1. The gap between HOMO and LUMO comes out at 11.646 eV. The calculation puts the electronic energy at -250.0417 Ha. As for the largest force on an atom: 1.23 eV/Å. As for the SMILES: C[C@H](O)C[NH3+]. For the HOMO energy, the calculation gives -15.2189 eV. Its multiplicity is 1. The energy above the lowest of the compared OMol25 structures with the same formula, charge and spin comes out at 7.6 kcal/mol.

Last column: natural (NBO) charge in e.
Positions of all 15 atoms, in Å:
1 C -1.262 1.348 -0.347  -0.649
2 C 0.071 0.608 -0.197  0.073
3 O 0.673 0.148 -1.382  -0.742
4 C -0.123 -0.616 0.700  -0.220
5 N 1.119 -1.489 0.553  -0.693
6 H -1.267 2.341 0.081  0.246
7 H -1.554 1.474 -1.385  0.239
8 H -2.094 0.781 0.095  0.228
9 H 0.716 1.272 0.390  0.176
10 H 0.440 0.714 -2.124  0.514
11 H -0.960 -1.259 0.475  0.233
12 H -0.155 -0.270 1.729  0.236
13 H 1.631 -1.132 -0.276  0.468
14 H 1.776 -1.441 1.343  0.443
15 H 0.989 -2.480 0.346  0.448

---

# 7
Formula: C3H10NO
Source: the Open Molecules 2025 dataset
Level of theory: wB97M-V/def2-TZVPD

The charge is +1. The gap between HOMO and LUMO comes out at 9.663 eV. The calculation puts the electronic energy at -250.0068 Ha. As for the largest force on an atom: 0.61 eV/Å. For the HOMO energy, the calculation gives -14.5733 eV. Its multiplicity is 1. The energy above the lowest of the compared OMol25 structures with the same formula, charge and spin comes out at 29.5 kcal/mol.

Last column: natural (NBO) charge in e.
Positions of all 15 atoms, in Å:
1 C 1.312 0.773 2.342  -0.251
2 O 1.126 -0.278 1.387  -0.778
3 H 0.866 0.494 3.296  0.192
4 H 2.363 0.988 2.474  0.195
5 H 0.821 1.669 1.965  0.163
6 H 1.935 -0.797 1.399  0.492
7 C -1.324 -1.080 -2.152  -0.438
8 C -0.500 0.762 -0.806  0.147
9 N -0.807 -0.462 -0.912  -0.379
10 H -2.048 -0.413 -2.604  0.241
11 H -1.790 -2.030 -1.917  0.253
12 H -0.497 -1.158 -2.850  0.247
13 H -0.179 1.176 0.140  0.246
14 H -0.528 1.354 -1.710  0.216
15 H -0.749 -0.998 -0.050  0.457

---

# 8
Formula: C3H10NO
Source: the Open Molecules 2025 dataset
Level of theory: wB97M-V/def2-TZVPD

The charge is +1. The gap between HOMO and LUMO comes out at 11.057 eV. The calculation puts the electronic energy at -249.9909 Ha. As for the largest force on an atom: 4.69 eV/Å. For the HOMO energy, the calculation gives -16.3030 eV. Its multiplicity is 1. The energy above the lowest of the compared OMol25 structures with the same formula, charge and spin comes out at 39.5 kcal/mol.

Last column: natural (NBO) charge in e.
Positions of all 15 atoms, in Å:
1 C 0.167 -1.705 -1.653  -0.626
2 C 0.644 -1.344 -0.168  -0.256
3 C -1.345 -0.011 0.738  0.110
4 N -0.103 -0.106 0.300  -0.401
5 H -0.993 -1.997 -1.570  0.219
6 H 0.401 -0.735 -2.267  0.238
7 H 0.717 -2.598 -2.097  0.264
8 H 0.482 -2.110 0.610  0.241
9 H 1.747 -1.143 -0.376  0.254
10 H -1.817 0.958 0.823  0.242
11 H -2.047 -0.873 0.513  0.221
12 H 0.335 0.739 0.672  0.468
13 H 0.082 3.439 0.537  0.510
14 H 1.185 2.823 1.409  0.501
15 O 0.480 2.575 0.769  -0.985

---

# 9
Formula: C3H10NO
Source: the Open Molecules 2025 dataset
Level of theory: wB97M-V/def2-TZVPD

The charge is +1. The gap between HOMO and LUMO comes out at 5.275 eV. The calculation puts the electronic energy at -249.8061 Ha. As for the largest force on an atom: 1.75 eV/Å. For the HOMO energy, the calculation gives -14.1982 eV. Its multiplicity is 1. The energy above the lowest of the compared OMol25 structures with the same formula, charge and spin comes out at 155.4 kcal/mol.

Last column: natural (NBO) charge in e.
Positions of all 15 atoms, in Å:
1 C -0.858 1.143 0.055  -0.597
2 C -1.470 -0.193 -0.159  0.165
3 C -2.474 -0.409 -1.086  -0.165
4 N -0.977 -1.231 0.610  -0.685
5 H -0.664 1.321 1.132  0.277
6 H -1.405 1.936 -0.496  0.303
7 H 0.137 1.096 -0.545  0.226
8 H -3.024 -1.341 -1.118  0.233
9 H -2.807 0.403 -1.745  0.239
10 H 0.050 -1.189 0.642  0.394
11 H -1.322 -2.065 0.149  0.400
12 H 1.323 0.486 0.124  0.193
13 H 4.567 1.223 -0.025  0.471
14 H 3.464 0.552 0.662  0.435
15 O 4.404 0.419 0.487  -0.889

---

# 10
Formula: C3H10NO
Source: the Open Molecules 2025 dataset
Level of theory: wB97M-V/def2-TZVPD

The charge is +1. The gap between HOMO and LUMO comes out at 10.486 eV. The calculation puts the electronic energy at -250.0249 Ha. As for the largest force on an atom: 1.81 eV/Å. For the HOMO energy, the calculation gives -14.1673 eV. Its multiplicity is 1. The energy above the lowest of the compared OMol25 structures with the same formula, charge and spin comes out at 18.1 kcal/mol.

Last column: natural (NBO) charge in e.
Positions of all 15 atoms, in Å:
1 N 1.428 -1.471 -0.344  -0.903
2 H 0.516 -1.902 -0.661  0.474
3 H 1.775 -1.897 0.515  0.445
4 H 2.137 -1.545 -1.068  0.449
5 H 1.173 -0.462 -0.132  0.462
6 C 0.465 1.388 -0.358  -0.514
7 C -0.595 0.601 -0.064  0.321
8 O -1.061 -0.335 -1.033  -0.774
9 C -1.310 0.559 1.226  -0.685
10 H 0.875 2.090 0.338  0.243
11 H 0.881 1.334 -1.389  0.227
12 H -1.737 0.100 -1.620  0.521
13 H -0.840 1.218 1.939  0.244
14 H -2.350 0.794 1.015  0.254
15 H -1.357 -0.471 1.635  0.235

---

Copy entry 4 word for word.
Formula: C3H10NO
Source: the Open Molecules 2025 dataset
Level of theory: wB97M-V/def2-TZVPD

The charge is +1. The gap between HOMO and LUMO comes out at 9.018 eV. The calculation puts the electronic energy at -249.9889 Ha. As for the largest force on an atom: 2.34 eV/Å. For the HOMO energy, the calculation gives -14.5379 eV. Its multiplicity is 1. The energy above the lowest of the compared OMol25 structures with the same formula, charge and spin comes out at 40.7 kcal/mol.

Last column: natural (NBO) charge in e.
Positions of all 15 atoms, in Å:
1 C -0.043 1.585 1.218  0.164
2 N 1.069 1.175 1.659  -0.570
3 H -0.829 0.972 0.767  0.247
4 H -0.159 2.665 1.073  0.229
5 H 1.765 1.694 2.194  0.451
6 H 1.194 0.164 1.756  0.465
7 C -0.526 -1.342 -0.476  -0.092
8 O 0.650 -1.285 0.337  -0.755
9 C -0.630 -0.339 -1.649  -0.662
10 H -0.653 -2.312 -1.049  0.199
11 H -1.334 -1.192 0.249  0.174
12 H 1.303 -1.574 -0.316  0.485
13 H 0.180 0.428 -1.605  0.200
14 H -0.420 -0.844 -2.565  0.238
15 H -1.568 0.206 -1.591  0.228

---

Please write out number 9 again, unchanged.
Formula: C3H10NO
Source: the Open Molecules 2025 dataset
Level of theory: wB97M-V/def2-TZVPD

The charge is +1. The gap between HOMO and LUMO comes out at 5.275 eV. The calculation puts the electronic energy at -249.8061 Ha. As for the largest force on an atom: 1.75 eV/Å. For the HOMO energy, the calculation gives -14.1982 eV. Its multiplicity is 1. The energy above the lowest of the compared OMol25 structures with the same formula, charge and spin comes out at 155.4 kcal/mol.

Last column: natural (NBO) charge in e.
Positions of all 15 atoms, in Å:
1 C -0.858 1.143 0.055  -0.597
2 C -1.470 -0.193 -0.159  0.165
3 C -2.474 -0.409 -1.086  -0.165
4 N -0.977 -1.231 0.610  -0.685
5 H -0.664 1.321 1.132  0.277
6 H -1.405 1.936 -0.496  0.303
7 H 0.137 1.096 -0.545  0.226
8 H -3.024 -1.341 -1.118  0.233
9 H -2.807 0.403 -1.745  0.239
10 H 0.050 -1.189 0.642  0.394
11 H -1.322 -2.065 0.149  0.400
12 H 1.323 0.486 0.124  0.193
13 H 4.567 1.223 -0.025  0.471
14 H 3.464 0.552 0.662  0.435
15 O 4.404 0.419 0.487  -0.889

---

Question: What is the charge in the fourth record?
Answer: +1